one.
10
Properties=species:S:1:pos:R:3:lowdin_charge:R:1 method="wB97M-V/def2-TZVPD" homo_energy_ha=-0.3275 smiles="C=C/C=C/Cl" multiplicity=1 gap_ev=9.444
C -1.622 -0.611 -0.079 0.009
C -0.858 0.547 -0.085 -0.136
C 0.679 0.636 0.155 -0.186
C 1.544 -0.353 0.119 -0.592
Cl 3.227 -0.055 -0.102 0.603
H -2.653 -0.310 -0.351 0.054
H -1.327 -1.597 0.228 0.046
H -1.337 1.474 -0.292 0.067
H 1.016 1.657 0.262 0.086
H 1.332 -1.387 0.145 0.051



two.
10
Properties=species:S:1:pos:R:3:lowdin_charge:R:1 method="wB97M-V/def2-TZVPD" homo_energy_ha="-0.3572 / -0.2965" multiplicity=1 gap_ev="8.966 / 7.683"
C 0.407 2.230 -0.179 0.153
C -0.066 1.121 -0.009 -0.242
C 0.427 -1.262 0.484 -0.139
C -0.467 -0.193 0.079 -0.787
Cl -2.181 -0.613 0.174 0.612
H 0.747 3.114 -0.508 -0.004
H 1.157 -1.518 -0.198 0.052
H -0.246 -2.087 0.801 0.066
H 0.902 -0.896 1.506 0.139
H -0.682 0.104 -2.150 0.151



Most stable structure, least stable structure: one, two.